Formula: C10H14BClN6Pt
Source: OMol25
Level of theory: wB97M-V/def2-TZVPD

The geometry in ORCA input format:
```
! RIJCOSX wB97M-V def2-TZVPD def2/J DEFGRID3
* xyz 2 5
H -2.348 -2.030 2.073
N -0.626 -1.502 0.941
B 1.658 -1.257 -0.247
N 0.589 -2.055 0.635
C 0.627 -3.250 1.258
Pt -1.239 0.207 0.198
H 1.497 -3.877 1.216
C -0.585 -3.430 1.928
H -0.919 -4.234 2.543
C -1.361 -2.319 1.726
H 2.717 -1.797 -0.374
C -2.708 3.676 0.353
H -3.713 4.034 -0.022
H -2.246 2.937 -0.356
H -2.083 4.562 0.432
N 1.748 0.134 0.454
N 0.866 -0.959 -1.540
N 0.646 0.895 0.693
N -0.325 -0.307 -1.460
C 2.835 0.803 0.912
C 1.148 -1.124 -2.843
H 3.812 0.354 0.853
H 2.067 -1.601 -3.117
C 2.389 2.003 1.478
C 0.101 -0.610 -3.592
C 1.016 2.038 1.324
C -0.813 -0.103 -2.699
H 2.938 2.776 1.991
H 0.009 -0.603 -4.661
H 0.303 2.794 1.635
H -1.732 0.391 -2.913
H -2.770 3.238 1.361
Cl -3.500 0.216 -0.177
*
```

For the gap between HOMO and LUMO (spin up / spin down), the calculation gives 9.15 / 4.37 eV. The calculation puts the HOMO energy (spin up / spin down) at -16.33 / -16.23 eV. For the LUMO energy (spin up / spin down), the calculation gives -7.2 / -11.9 eV. For the energy above the lowest of the compared OMol25 structures with the same formula, charge and spin, the calculation gives 0.0 kcal/mol. The total energy is -1321.61113 Eh.